89
Properties=species:S:1:pos:R:3:forces:R:3 method="wB97M-V/def2-TZVPD" spin_multiplicity=9 homo_ev="-9.86 / -9.86" total_charge=+1 s2=20.02 total_energy_ev=-206408.040
Cr 14.30299 11.96656 6.96196 0.5 -0.8 0.4
Cr 14.55414 14.89966 9.03537 1.3 -0.8 0.0
N 12.73857 14.19669 6.83730 -0.6 -0.8 0.4
O 12.89483 14.32348 8.08969 0.5 0.5 0.5
O 13.55285 13.48393 6.18107 -0.4 1.5 -0.8
O 11.76854 14.60397 6.33883 -1.6 1.4 -1.3
N 16.22664 13.86590 6.86387 0.7 1.4 1.3
O 16.75218 14.98768 6.95151 -1.2 -2.8 -1.1
O 16.20827 13.06426 5.90536 0.1 1.6 2.2
O 15.58739 13.45924 8.04827 0.3 -0.4 -2.7
As 12.41444 11.46110 10.14798 0.7 -2.1 0.8
F 12.81433 13.09543 10.27774 0.9 2.0 0.6
F 13.81566 11.24429 9.05794 0.3 0.4 -0.5
F 12.00919 9.83478 9.86641 0.1 -0.9 0.1
F 11.08905 11.67011 11.18671 -0.6 0.2 1.0
F 11.45216 11.86212 8.84779 -1.1 0.7 -2.1
F 13.51148 11.03952 11.37715 0.1 0.0 0.7
C 10.61385 9.84856 5.66936 -0.6 0.3 -1.0
N 11.46450 10.98457 6.04846 1.0 0.1 2.8
O 12.67181 10.72353 6.27702 -0.9 0.6 -1.4
O 10.96664 12.02967 6.36061 -0.1 -0.2 -1.0
H 9.93673 9.55019 6.46064 0.0 0.7 0.5
H 11.21998 8.98003 5.47307 0.3 0.1 -0.6
H 10.04103 10.29110 4.84219 0.0 -0.9 0.0
C 17.57936 10.36904 10.43347 0.7 0.9 -0.8
N 17.38518 11.75729 10.95595 0.7 -0.3 -1.1
O 17.83766 11.97860 12.03701 0.1 0.3 1.5
O 16.97045 12.60752 10.19496 -0.6 0.2 -0.2
H 17.10067 9.68221 11.08920 -0.1 -0.6 0.6
H 18.67720 10.29719 10.34229 -0.6 -0.4 0.4
H 17.17395 10.34265 9.43552 -0.3 0.1 -0.1
C 13.26348 7.09718 12.35037 -0.3 1.8 1.3
N 14.71116 7.36422 12.41865 -0.5 -2.5 -0.4
O 15.33924 6.75867 13.22982 0.5 -0.7 1.9
O 15.22487 8.02472 11.58280 0.9 2.6 -2.4
H 12.83087 7.40117 11.41542 0.1 0.1 -0.4
H 12.94454 7.79075 13.14910 -0.7 -0.5 -0.3
H 13.08012 6.08365 12.61795 0.0 -0.6 0.2
C 15.91200 8.33840 7.94661 -0.4 -1.3 -0.6
N 14.95896 9.35241 7.48226 1.4 -0.9 -0.4
O 15.49757 10.36586 6.96869 -0.2 -0.2 0.5
O 13.80365 9.15566 7.55236 -0.4 -0.6 0.6
H 16.89507 8.75109 7.91054 0.5 0.2 0.2
H 15.83196 7.46521 7.26254 0.0 0.7 0.3
H 15.55680 8.00716 8.90671 0.1 0.0 0.6
C 11.38814 15.97630 10.55442 0.5 -0.3 -1.0
N 12.54307 16.75463 9.96940 -0.1 -2.6 1.4
O 13.68693 16.29024 10.14998 0.5 -0.3 0.3
O 12.38114 17.74215 9.40407 -0.9 2.8 -1.5
H 11.25603 15.06406 9.89930 0.0 1.2 0.5
H 10.60870 16.73523 10.46354 -0.4 -0.7 0.5
H 11.71267 15.61120 11.53644 -0.3 0.5 -0.2
C 17.72769 15.88395 11.77241 0.2 1.0 -1.2
N 16.43435 15.57900 11.09019 0.5 -1.4 0.0
O 16.36921 15.60816 9.81801 -0.3 0.0 2.1
O 15.56247 15.19490 11.83120 0.2 0.3 -1.3
H 18.40900 16.35362 11.07943 -0.1 0.2 -0.3
H 18.20880 15.00062 12.14509 -0.4 -0.7 0.2
H 17.45377 16.57263 12.54038 0.0 0.3 0.7
N 9.51015 8.72035 12.47042 0.0 -1.2 0.1
C 9.28377 8.96431 11.14927 -0.3 -1.4 -0.7
C 9.26478 7.71572 10.53498 0.5 0.1 -0.8
C 9.54550 6.69983 11.53855 -1.1 0.0 -2.6
C 9.62178 7.33325 12.69395 0.3 2.1 2.3
H 9.49467 9.43116 13.16007 0.1 0.3 0.6
H 9.09293 9.96698 10.74444 0.3 -0.7 0.4
H 9.15812 7.53510 9.44829 0.0 0.2 0.9
H 9.46522 5.62673 11.42659 0.3 0.2 -0.1
H 9.69040 6.91291 13.69032 0.1 0.4 -0.1
N 8.23990 14.29638 6.79134 -0.4 -0.5 0.9
C 7.19556 14.89243 6.11853 2.0 -0.3 -0.6
C 6.06658 14.67553 6.78664 -2.0 0.7 -0.3
C 6.33624 13.94870 7.98019 -0.2 0.1 0.1
C 7.69429 13.71715 7.98255 0.0 0.6 -2.0
H 9.13352 14.07412 6.33027 -0.8 0.2 0.9
H 7.36261 15.43965 5.20758 0.0 -0.1 -0.1
H 5.15500 15.06706 6.32520 0.0 -0.3 0.9
H 5.54580 13.71004 8.71578 1.0 -0.1 -0.4
H 8.32476 13.14819 8.61059 0.4 -0.4 0.6
N 11.18339 12.01595 14.31575 0.6 1.3 -1.7
C 12.48927 12.40127 14.50126 0.3 -0.9 1.9
C 12.87634 11.93833 15.78630 -1.1 0.2 -2.5
C 11.73633 11.25304 16.26646 0.4 0.0 1.5
C 10.70532 11.36716 15.39622 -0.2 -0.5 -0.5
H 10.69413 12.24589 13.45612 0.0 -0.3 0.5
H 13.08089 12.86091 13.72874 -0.2 0.1 -0.1
H 13.86154 11.99652 16.20230 0.1 0.1 0.2
H 11.64309 10.76755 17.21327 0.1 -0.2 0.4
H 9.71575 10.95066 15.40316 -0.1 0.1 0.2



63
Properties=species:S:1:pos:R:3:forces:R:3 method="wB97M-V/def2-TZVPD" homo_ev=-8.12 de_lowest_kcal_mol=0.0 total_energy_ev=-169867.417
Au 0.26110 -0.67157 -2.09828 0.0 0.0 0.0
O -3.18480 -2.84465 -2.09031 0.0 0.0 0.0
C -2.03418 -2.48886 -1.95912 0.0 0.1 0.0
O -1.41081 -1.66455 -2.75323 0.0 -0.1 0.0
C -1.22777 -3.01440 -0.78387 0.0 0.0 0.0
C 0.02280 -3.59944 -0.97866 0.0 0.0 0.0
C 0.77269 -4.03435 0.10017 0.0 0.0 0.0
C 0.25806 -3.85335 1.37166 0.0 0.0 0.0
C -0.99110 -3.30193 1.59580 0.0 0.0 0.0
C -1.74208 -2.90236 0.50205 0.0 0.0 0.0
N 1.07778 -4.25436 2.52720 -0.1 -0.1 0.0
O 0.63715 -4.03113 3.63717 0.0 0.0 0.0
O 2.15126 -4.77697 2.30453 0.0 0.0 0.0
H 0.40735 -3.71123 -1.98453 0.0 0.0 0.0
H 1.74073 -4.49689 -0.02499 0.0 0.0 0.0
H -1.35705 -3.19681 2.60655 0.0 0.0 0.0
H -2.73390 -2.49405 0.63851 0.0 0.0 0.0
C 5.26756 -1.26074 -2.52791 0.0 0.0 0.0
C 3.76364 -1.28837 -2.41327 0.0 0.0 0.0
O 3.38405 -0.55368 -1.22628 0.0 0.0 0.0
P 2.04120 0.31002 -1.23782 -0.1 0.1 0.0
O 1.92813 0.71126 0.29142 0.0 0.0 0.0
C 1.28203 -0.15438 1.26335 0.0 0.0 0.0
C 2.29873 -1.00518 1.98517 0.0 0.0 0.0
O 2.40999 1.68545 -1.92622 0.0 0.0 0.0
C 3.47919 2.52394 -1.41936 0.0 0.0 0.0
C 3.96821 3.39005 -2.55232 0.0 0.0 0.0
H 5.58235 -1.84311 -3.39414 0.0 0.0 0.0
H 5.72751 -1.68764 -1.63744 0.0 0.0 0.0
H 5.62707 -0.23893 -2.64989 0.0 0.0 0.0
H 3.38653 -2.30638 -2.30414 0.0 0.0 0.0
H 3.29236 -0.84319 -3.29251 0.0 0.0 0.0
H 0.52526 -0.76090 0.75605 0.0 0.0 0.0
H 0.76745 0.52381 1.94233 0.0 0.0 0.0
H 2.76993 -1.71944 1.30946 0.0 0.0 0.0
H 1.80638 -1.55499 2.78864 0.0 0.0 0.0
H 3.07475 -0.38087 2.42760 0.0 0.0 0.0
H 4.27439 1.88938 -1.02420 0.0 0.0 0.0
H 3.07199 3.11842 -0.60134 0.0 0.0 0.0
H 4.37960 2.78005 -3.35625 0.0 0.0 0.0
H 4.74815 4.06145 -2.19238 0.0 0.0 0.0
H 3.15286 3.98941 -2.95526 0.0 0.0 0.0
C -4.47028 0.02303 1.40310 0.0 0.0 0.0
Ge -4.31089 1.96067 1.26978 0.0 0.0 0.0
C -3.12266 2.61553 2.67799 0.0 0.0 0.0
C -6.06329 2.81601 1.42275 0.0 0.0 0.0
C -3.54582 2.36229 -0.49578 0.0 0.0 0.0
Se -1.76468 1.58675 -0.73405 0.0 0.0 0.0
C -0.73902 3.08507 -0.03566 0.0 0.0 0.0
H -4.82699 -0.27120 2.39045 0.0 0.0 0.0
H -3.49169 -0.42664 1.23640 0.0 0.0 0.0
H -5.15923 -0.36784 0.65406 0.0 0.0 0.0
H -3.54527 2.38704 3.65688 0.0 0.0 0.0
H -2.98419 3.69532 2.61281 0.0 0.0 0.0
H -2.14885 2.12965 2.60570 0.0 0.0 0.0
H -6.52112 2.57836 2.38332 0.0 0.0 0.0
H -6.72955 2.46933 0.63265 0.0 0.0 0.0
H -5.97369 3.89988 1.34598 0.0 0.0 0.0
H -3.47122 3.43029 -0.70171 0.0 0.0 0.0
H -4.16659 1.92381 -1.27744 0.0 0.0 0.0
H -1.16496 3.41308 0.90948 0.0 0.0 0.0
H -0.73521 3.90391 -0.75154 0.0 0.0 0.0
H 0.27865 2.73711 0.13089 0.0 0.0 0.0



87
Properties=species:S:1:pos:R:3:forces:R:3 method="wB97M-V/def2-TZVPD" homo_ev=-1.77 total_charge=-3 de_lowest_kcal_mol=0.0 total_energy_ev=-97452.413
C 15.92563 -14.51712 -4.08917 0.9 -1.0 -0.4
C 17.46135 -14.63278 -3.92812 -1.1 0.0 1.2
N 17.80415 -13.63990 -2.88348 1.4 1.8 0.1
C 18.25896 -12.36157 -3.26760 -0.5 -0.6 2.8
C 18.51628 -11.69716 -2.06694 0.6 -1.0 -1.3
N 18.38638 -12.61710 -1.04876 -0.9 -0.3 -0.2
C 17.82098 -13.74658 -1.53488 0.9 0.6 -2.2
C 18.69737 -12.43775 0.37630 -1.1 1.2 -0.3
H 15.59064 -15.17594 -4.88984 -0.2 0.2 -0.1
H 15.61216 -13.49923 -4.31069 0.0 0.0 -0.1
H 15.49431 -14.86095 -3.14795 -0.2 0.1 0.0
H 18.07595 -14.44199 -4.80454 -0.2 0.3 0.0
H 17.81420 -15.56801 -3.49194 -0.4 -0.3 -0.3
H 18.35070 -12.09919 -4.30809 -0.2 0.2 0.1
H 18.80012 -10.68185 -1.84426 0.1 0.0 -0.2
H 17.44446 -14.60657 -1.00790 0.3 0.1 0.2
H 19.59480 -12.95215 0.70706 -0.4 -0.6 -0.1
H 17.72767 -12.63130 0.83326 0.5 -0.6 0.8
H 18.85912 -11.38612 0.61445 0.0 0.1 -0.5
C 12.73384 -12.63797 -4.18768 0.3 1.4 0.1
C 13.39564 -11.39644 -3.52969 0.8 -1.3 0.6
N 12.96705 -10.08022 -3.86304 -1.2 1.3 -1.6
C 13.32987 -8.85421 -3.28335 -0.3 0.2 -1.2
C 12.64773 -7.88150 -3.98232 -0.8 -0.5 0.3
N 11.85838 -8.53725 -4.92022 1.2 -1.1 -0.2
C 12.13131 -9.83125 -4.87696 -0.2 -0.3 0.8
C 10.93614 -8.12400 -5.95217 0.2 1.2 -1.6
H 13.09587 -12.64833 -5.21566 -0.4 -0.4 -0.2
H 11.64065 -12.65483 -4.14469 0.4 0.5 -0.2
H 12.99784 -13.58114 -3.70391 0.6 0.2 0.2
H 14.43647 -11.40337 -3.87512 0.5 -0.3 0.8
H 13.28189 -11.43531 -2.44267 0.5 -0.3 0.1
H 14.17435 -8.76479 -2.62118 -0.4 0.0 0.4
H 12.51439 -6.81359 -3.87330 0.4 -0.1 0.3
H 11.72500 -10.57132 -5.55489 -0.4 0.0 0.2
H 11.00349 -8.83531 -6.77478 -0.7 -0.8 0.7
H 11.30739 -7.28526 -6.54533 0.0 0.8 1.1
H 9.93888 -7.96710 -5.55533 0.0 -0.1 -0.1
C 11.15922 -14.57395 -1.35388 0.7 -0.1 0.7
C 10.94953 -13.46764 -0.32367 -0.2 -1.4 -0.7
N 12.11410 -13.26750 0.55191 1.7 -0.6 2.0
C 12.34556 -12.15383 1.32840 -1.1 0.7 -0.7
C 13.43245 -12.32981 2.10072 -0.8 -0.1 -0.3
N 13.83747 -13.61306 1.83257 1.5 -0.9 1.3
C 13.04668 -14.19385 0.95066 -2.2 1.6 -1.8
C 14.91092 -14.31364 2.55359 -1.1 -0.2 0.0
H 11.25507 -15.58188 -0.93518 -0.5 0.0 0.6
H 12.09365 -14.53694 -1.91661 -0.2 0.8 -0.4
H 10.28745 -14.56677 -2.00980 0.4 0.0 -0.1
H 10.14483 -13.86188 0.29744 -0.1 0.6 0.2
H 10.67138 -12.51980 -0.78335 0.0 0.1 0.0
H 11.66678 -11.31410 1.33664 0.1 0.1 -0.4
H 13.80626 -11.62412 2.82284 0.5 -0.4 0.0
H 13.04758 -15.18887 0.53862 0.4 0.0 0.2
H 14.97387 -15.32648 2.15807 0.7 0.3 -0.5
H 14.60517 -14.53200 3.57760 0.0 0.6 0.2
H 15.79170 -13.67988 2.51327 0.3 -0.5 0.0
B 14.40836 -6.72642 -0.07837 0.0 -0.5 -0.7
F 13.76241 -6.74314 -1.31287 0.2 -0.3 0.1
F 14.79017 -5.43449 0.21121 0.2 0.8 0.6
F 13.61671 -7.31626 0.90774 -0.6 0.1 0.7
F 15.58784 -7.53902 -0.10042 0.7 -0.4 -0.4
B 8.73462 -10.75937 -6.76474 -1.6 -1.6 0.5
F 10.11374 -10.85482 -6.93459 0.8 -0.2 -0.2
F 8.17198 -10.29175 -7.99000 0.0 0.3 -0.1
F 8.13498 -12.02878 -6.45924 0.5 0.4 -0.8
F 8.41385 -9.96289 -5.69740 0.0 1.3 -0.2
B 11.30831 -4.59906 -4.42719 -0.6 0.2 -0.8
F 10.29126 -5.53161 -4.40509 -0.5 -0.6 0.4
F 10.73874 -3.31900 -4.51599 -0.1 0.8 0.1
F 12.12098 -4.67561 -3.30990 0.5 -0.1 0.2
F 12.02212 -4.84260 -5.62831 0.8 0.1 -0.1
B 8.86769 -9.79003 -2.76645 0.1 0.1 -0.4
F 9.13830 -10.03215 -1.38680 0.4 -0.5 0.9
F 9.05729 -8.42788 -2.98263 0.1 0.5 -0.1
F 9.72717 -10.52484 -3.56807 1.3 -0.4 0.3
F 7.59090 -10.18715 -3.03862 -1.4 0.0 0.2
B 9.30494 -14.02439 -4.41864 -1.5 2.7 -1.8
F 10.26318 -13.08075 -4.82092 -0.3 -0.3 -0.7
F 8.68622 -14.61251 -5.53215 0.4 -0.7 0.5
F 10.01541 -14.93927 -3.65879 -0.1 -1.7 0.5
F 8.34001 -13.27282 -3.70933 0.2 -1.3 0.7
B 14.23237 -14.28319 -8.33056 -1.4 2.5 -1.4
F 15.15502 -14.30666 -9.39517 1.1 -0.9 0.2
F 14.81684 -13.99770 -7.08322 0.7 -0.4 0.4
F 13.42217 -13.14774 -8.71186 0.1 -0.6 0.7
F 13.47127 -15.42256 -8.28432 0.0 -0.8 0.2



65
Properties=species:S:1:pos:R:3:forces:R:3 method="wB97M-V/def2-TZVPD" homo_ev=-9.38 smiles="CCB(O)[C@H](COCO)OC.C[C@@H]1COC(=O)O1.C[C@@H]1COC(=O)O1.C[C@@H]1COC(=O)O1" total_energy_ev=-46495.276
C 2.13535 3.30217 0.67211 0.1 0.1 0.2
C 1.18184 3.24400 -0.54128 0.1 0.1 -0.2
B 0.64252 1.79549 -0.78448 0.1 -0.2 -0.2
O 1.53101 0.73348 -0.74868 0.4 0.4 0.6
C -0.88463 1.44039 -1.01969 0.2 0.0 0.3
C -1.18220 0.35377 -2.07912 0.0 0.2 -0.2
O -1.47150 -0.95422 -1.59004 0.0 0.0 0.3
C -0.36412 -1.66816 -1.15172 0.1 -0.4 -0.7
O -0.01517 -1.42478 0.19752 0.0 0.2 0.0
O -1.60761 2.60952 -1.35167 -0.1 -0.1 -0.2
C -2.90955 2.53947 -0.80675 -0.5 0.3 0.2
H 1.92534 2.51962 1.41443 -0.1 0.1 -0.1
H 3.18382 3.17573 0.38180 -0.2 0.0 0.0
H 2.04449 4.26367 1.19055 0.1 -0.1 -0.1
H 1.73104 3.55791 -1.44598 -0.1 0.0 0.2
H 0.35062 3.94927 -0.44116 0.1 -0.1 0.0
H 1.28477 0.11531 -0.04288 -0.3 -0.4 -0.5
H -1.25303 1.07452 -0.03606 0.1 0.0 -0.2
H -0.36931 0.25275 -2.81539 -0.1 0.2 0.1
H -2.07972 0.68759 -2.60981 0.1 -0.2 0.1
H -0.59641 -2.73231 -1.28588 -0.1 0.1 0.1
H 0.51531 -1.40180 -1.75997 -0.1 -0.1 0.2
H -0.79222 -1.06294 0.63776 -0.1 -0.1 0.1
H -3.31251 1.51605 -0.85228 0.0 0.2 0.0
H -2.88532 2.85523 0.24390 -0.1 -0.1 -0.3
H -3.57189 3.20288 -1.37108 0.1 -0.1 0.1
C -1.50401 1.87541 5.94634 0.0 0.1 0.0
C -1.86865 1.35622 4.56976 0.2 -0.1 -0.2
C -1.01814 1.86886 3.41986 -0.3 0.6 -0.7
O -1.94645 1.85379 2.32718 -0.6 0.1 0.0
C -3.20415 1.96950 2.83266 0.2 0.1 -0.2
O -4.17113 2.18087 2.16712 0.0 -0.1 0.3
O -3.18259 1.81814 4.17065 -0.1 0.0 -0.1
H -2.23094 2.62630 6.25414 0.0 0.0 0.0
H -1.49723 1.08167 6.68982 0.0 0.0 0.0
H -0.51544 2.33597 5.93533 0.0 0.0 0.0
H -1.90600 0.26467 4.54861 0.0 0.0 0.0
H -0.15653 1.24636 3.18029 -1.2 1.0 -0.3
H -0.70139 2.90073 3.59202 0.0 0.1 0.1
C -0.95709 -1.39146 -6.57609 0.0 0.0 0.0
C -0.99033 -2.73590 -5.87599 0.0 0.0 0.1
C -0.02820 -2.90138 -4.71290 0.0 0.1 0.0
O 0.25471 -4.29876 -4.73572 0.1 -0.1 0.0
C 0.06537 -4.74622 -6.00457 0.0 -0.1 0.0
O 0.39072 -5.81830 -6.39875 0.0 0.1 0.1
O -0.54020 -3.79281 -6.74757 0.0 -0.1 -0.1
H -0.43434 -1.49173 -7.52677 0.0 0.0 0.0
H -1.95718 -1.01309 -6.77479 0.0 0.0 0.0
H -0.43008 -0.65174 -5.97141 0.0 0.0 0.0
H -2.00309 -2.99908 -5.56176 0.0 0.0 0.0
H -0.45565 -2.62720 -3.75203 0.0 0.0 0.0
H 0.90131 -2.34971 -4.88126 0.0 0.0 0.0
C 4.16783 -2.56669 3.30060 0.0 0.0 0.0
C 2.76276 -2.09786 2.97918 0.0 0.1 -0.1
C 2.63996 -1.08867 1.85392 0.2 -0.2 -0.2
O 1.47787 -0.34010 2.23008 0.0 0.2 0.3
C 1.35893 -0.40897 3.57577 0.5 -0.6 0.1
O 0.60415 0.25907 4.21612 1.7 -1.7 1.1
O 2.19806 -1.33569 4.07477 -0.3 0.1 0.1
H 4.51152 -2.08178 4.21373 0.0 0.0 0.0
H 4.21038 -3.64316 3.44903 0.0 0.0 0.0
H 4.85669 -2.30806 2.49540 0.0 0.0 0.0
H 2.08758 -2.93760 2.80348 0.0 0.0 0.0
H 2.48489 -1.54620 0.87922 -0.1 0.1 0.1
H 3.49520 -0.41004 1.81040 0.0 0.0 0.0